Record 1
Computed, not measured: 2 unconnected molecules or ions with the total composition C5H7NO in a non-equilibrium geometry, with wB97M-V/def2-TZVPD.

Results
SMILES string	C=C1CC1.N=C=O
ΔE to the lowest compared entry with this formula, charge and spin	63.73	kcal/mol
E_HOMO	-9.8983	eV
DFT total energy	-8833.4393	eV

Atoms and positions in Å:
C 0.25505 1.59162 -0.16618
C -0.28066 0.36564 -0.12779
C -0.71383 -0.82965 -0.87159
C -0.78951 -0.76756 0.63623
H 0.73637 2.04594 0.64155
H 0.43680 2.01365 -1.11724
H 0.06415 -1.48432 -1.17546
H -1.48164 -0.83337 -1.59178
H -1.78578 -0.46424 1.17604
H -0.22334 -1.29781 1.34598
N 2.78517 -0.05091 0.80341
C 3.83496 -0.22188 0.27078
O 4.85718 -0.48755 -0.19898
H 1.98366 0.58048 0.84640

Which charges does Mulliken predict for the atoms? In e, they are:
1 C -0.920
2 C 0.370
3 C -0.586
4 C -0.476
5 H 0.515
6 H 0.226
7 H 0.182
8 H 0.278
9 H 0.169
10 H 0.288
11 N -0.370
12 C 0.464
13 O -0.436
14 H 0.297



Record 2
Computed, not measured: C4H9NO2 in the gas phase, with wB97M-V/def2-TZVPD.

Results
SMILES string	C[C@@](N)(C=O)CO
ΔE to the lowest compared entry with this formula, charge and spin	34.73	kcal/mol
E_HOMO	-9.9038	eV
DFT total energy	-9878.5547	eV

Atoms and positions in Å:
C -1.13501 0.41280 -0.82682
C 0.04001 0.26019 0.15603
N 0.70220 1.50868 0.49285
C -0.45765 -0.37865 1.43277
O -0.94308 -1.47685 1.50029
C 1.09912 -0.70517 -0.44639
O 0.57673 -1.94622 -0.80166
H -1.52150 -0.56589 -1.09585
H -1.93450 0.99877 -0.37699
H -0.79323 0.91357 -1.73046
H 1.16630 1.89665 -0.32030
H 0.02752 2.19253 0.81849
H -0.31225 0.24469 2.33379
H 1.49957 -0.26351 -1.36307
H 1.92065 -0.80085 0.27952
H 0.06512 -2.29074 -0.05221

Which charges does Mulliken predict for the atoms? In e, they are:
1 C -1.532
2 C 1.256
3 N -0.746
4 C -0.269
5 O -0.518
6 C -0.852
7 O -0.542
8 H 0.343
9 H 0.413
10 H 0.365
11 H 0.278
12 H 0.274
13 H 0.386
14 H 0.377
15 H 0.387
16 H 0.382



Record 3
Computed, not measured: a molecular structure, B2CuH22O7 in a non-equilibrium geometry, with wB97M-V/def2-TZVPD.

Results
ΔE to the lowest compared entry with this formula, charge and spin	19.29	kcal/mol
multiplicity	2
E_HOMO (spin up / spin down)	-10.4232 / -10.4217	eV
DFT total energy	-60675.8123	eV

Atoms and positions in Å:
Cu -2.34169 11.15522 6.28737
B -4.00331 9.77973 5.21853
H -3.02845 9.25949 5.58394
H -4.56029 9.04801 4.53293
H -4.53073 10.21702 6.13718
H -3.61786 10.67360 4.59496
B -3.48799 11.84657 8.21643
H -3.25337 10.76062 8.05938
H -4.58059 12.06789 7.94153
H -3.27137 12.13763 9.30386
H -2.82040 12.47097 7.53086
O -5.35643 9.23158 8.72382
H -5.09160 9.95240 8.14129
H -5.34605 8.45083 8.16288
O -6.90097 9.77796 6.08051
H -7.46559 10.02510 5.34069
H -5.99122 9.77095 5.71121
O -2.99257 12.92390 5.09141
H -2.64513 13.81755 4.98105
H -3.74831 12.86660 4.49196
O -3.92433 9.94095 2.13606
H -3.63035 10.85468 2.10891
H -4.08326 9.76030 3.08501
O -2.31916 6.98176 5.06681
H -1.90960 6.54819 5.82331
H -2.90770 7.65324 5.45191
O -6.80648 6.98072 4.53709
H -6.15924 7.35152 3.92802
H -6.43963 7.14851 5.41092
O -1.15449 10.37649 4.41513
H -0.88646 9.50528 4.08783
H -0.52794 10.99687 4.02099

Which charges does Mulliken predict for the atoms? In e, they are:
1 Cu -0.072
2 B 1.891
3 H -0.283
4 H -0.283
5 H -0.195
6 H -0.526
7 B -0.283
8 H 0.060
9 H -0.064
10 H -0.102
11 H 0.220
12 O -0.632
13 H 0.316
14 H 0.320
15 O -0.593
16 H 0.262
17 H 0.131
18 O -0.491
19 H 0.278
20 H 0.263
21 O -0.682
22 H 0.272
23 H 0.151
24 O -0.642
25 H 0.321
26 H 0.277
27 O -0.617
28 H 0.309
29 H 0.311
30 O -0.459
31 H 0.278
32 H 0.264



Q: The lowest ΔE to the lowest compared entry with this formula, charge and spin belongs to which entry?
A: B2CuH22O7



Q: Look up the ΔE to the lowest compared entry with this formula, charge and spin of the second one.
A: 34.73 kcal/mol



What did the second record say?
Computed, not measured: C4H9NO2 in the gas phase, with wB97M-V/def2-TZVPD.

Results
SMILES string	C[C@@](N)(C=O)CO
ΔE to the lowest compared entry with this formula, charge and spin	34.73	kcal/mol
E_HOMO	-9.9038	eV
DFT total energy	-9878.5547	eV

Atoms and positions in Å:
C -1.13501 0.41280 -0.82682
C 0.04001 0.26019 0.15603
N 0.70220 1.50868 0.49285
C -0.45765 -0.37865 1.43277
O -0.94308 -1.47685 1.50029
C 1.09912 -0.70517 -0.44639
O 0.57673 -1.94622 -0.80166
H -1.52150 -0.56589 -1.09585
H -1.93450 0.99877 -0.37699
H -0.79323 0.91357 -1.73046
H 1.16630 1.89665 -0.32030
H 0.02752 2.19253 0.81849
H -0.31225 0.24469 2.33379
H 1.49957 -0.26351 -1.36307
H 1.92065 -0.80085 0.27952
H 0.06512 -2.29074 -0.05221

Which charges does Mulliken predict for the atoms? In e, they are:
1 C -1.532
2 C 1.256
3 N -0.746
4 C -0.269
5 O -0.518
6 C -0.852
7 O -0.542
8 H 0.343
9 H 0.413
10 H 0.365
11 H 0.278
12 H 0.274
13 H 0.386
14 H 0.377
15 H 0.387
16 H 0.382